(1)
Entry from the OMol25 dataset: a single C6H12O molecule (ωB97M-V/def2-TZVPD).

Each line ends with the Mulliken charge.
Cartesian coordinates (Å):
C1 -0.957 0.908 -1.645  -1.17
C2 -0.694 0.980 -0.142  -0.64
C3 0.366 0.024 0.384  1.21
C4 1.744 0.146 -0.231  -1.51
C5 0.200 -0.334 1.847  -1.06
C6 -0.075 -1.356 0.793  -0.21
O1 -1.391 -1.782 0.594  -0.54
H1 -1.279 -0.098 -1.943  0.27
H2 -0.071 1.166 -2.234  0.31
H3 -1.753 1.606 -1.923  0.37
H4 -1.632 0.778 0.387  0.33
H5 -0.398 2.004 0.128  0.36
H6 1.691 0.002 -1.317  0.34
H7 2.196 1.128 -0.045  0.30
H8 2.425 -0.617 0.163  0.40
H9 -0.663 0.107 2.343  0.28
H10 1.065 -0.474 2.491  0.29
H11 0.672 -2.149 0.708  0.33
H12 -1.453 -2.035 -0.337  0.34

Results
net charge	0
molecular weight	100.2	g mol⁻¹
SMILES	CC[C@@]1(C)C[C@H]1O
LUMO	0.033	Eh
HOMO-LUMO gap	0.3787	hartree
HOMO energy	-9.400	eV



(2)
Entry from the OMol25 dataset: a single C6H12O molecule at a distorted geometry (ωB97M-V/def2-TZVPD).

Each line ends with the Mulliken charge.
Cartesian coordinates (Å):
C1 1.666 0.642 0.255  -1.64
C2 0.430 -0.092 0.717  0.34
C3 -0.877 0.699 0.902  -0.68
C4 -1.908 -0.424 0.938  -0.46
O1 -1.366 -1.410 0.033  -0.42
C5 -0.026 -1.064 -0.330  -0.07
C6 0.407 -0.107 -1.862  -1.20
H1 2.162 0.948 1.182  0.45
H2 2.343 -0.040 -0.278  0.33
H3 1.459 1.529 -0.350  0.33
H4 0.724 -0.510 1.686  0.46
H5 -1.068 1.331 0.026  0.23
H6 -0.860 1.325 1.795  0.42
H7 -2.911 -0.149 0.587  0.29
H8 -2.020 -0.836 1.957  0.27
H9 0.461 -2.040 -0.460  0.32
H10 -0.105 0.866 -1.987  0.31
H11 1.446 0.148 -2.239  0.34
H12 0.041 -0.814 -2.573  0.39

Results
net charge	0
molecular weight	100.2	g mol⁻¹
SMILES	C[C@@H]1OCC[C@@H]1C
LUMO	0.040	Eh
HOMO-LUMO gap	0.3791	hartree
HOMO energy	-9.225	eV



(3)
Entry from the OMol25 dataset: a single C6H12O molecule at a distorted geometry (ωB97M-V/def2-TZVPD).

Each line ends with the Mulliken charge.
Cartesian coordinates (Å):
C1 1.940 -0.777 -0.430  -1.70
C2 0.594 -0.250 0.069  1.19
O1 0.586 -0.263 1.502  -0.59
C3 0.157 1.218 -0.435  -0.91
C4 -1.212 1.361 0.266  -0.61
C5 -1.801 -0.245 0.212  -0.58
C6 -0.618 -1.083 -0.301  -0.95
H1 2.683 0.024 -0.367  0.41
H2 1.877 -1.112 -1.468  0.36
H3 2.318 -1.624 0.164  0.38
H4 1.437 0.052 1.825  0.35
H5 0.939 1.955 -0.172  0.39
H6 0.008 1.342 -1.525  0.30
H7 -1.000 1.817 1.262  0.24
H8 -1.925 2.055 -0.197  0.38
H9 -2.677 -0.558 -0.407  0.34
H10 -2.059 -0.595 1.218  0.24
H11 -0.612 -1.243 -1.389  0.37
H12 -0.636 -2.074 0.172  0.38

Results
net charge	0
molecular weight	100.2	g mol⁻¹
SMILES	CC1(O)CCCC1
LUMO	0.034	Eh
HOMO-LUMO gap	0.4037	hartree
HOMO energy	-10.069	eV



(4)
Entry from the OMol25 dataset: a 2-piece molecular cluster, C6H12O overall (ωB97M-V/def2-TZVPD).

Each line ends with the Mulliken charge.
Cartesian coordinates (Å):
C1 2.921 -0.586 0.164  -1.15
C2 1.679 0.028 0.748  0.97
O1 1.428 -0.436 2.013  -0.55
C3 0.909 0.924 0.133  -1.05
C4 -2.072 1.140 -1.337  -0.76
C5 -2.291 0.371 -0.276  0.06
C6 -1.921 -1.081 -0.174  -0.84
H1 3.117 -0.233 -0.855  0.31
H2 2.837 -1.677 0.149  0.29
H3 3.788 -0.338 0.787  0.29
H4 1.084 1.185 -0.901  0.20
H5 0.599 -0.045 2.326  0.35
H6 0.049 1.378 0.616  0.34
H7 -1.602 0.744 -2.236  0.25
H8 -2.321 2.198 -1.343  0.26
H9 -2.744 0.815 0.613  0.32
H10 -1.516 -1.454 -1.120  0.27
H11 -2.788 -1.695 0.100  0.33
H12 -1.154 -1.239 0.596  0.12

Results
net charge	0
molecular weight	100.2	g mol⁻¹
SMILES	C=C(C)O.C=CC
LUMO	0.033	Eh
HOMO-LUMO gap	0.3543	hartree
HOMO energy	-8.748	eV



(5)
Entry from the OMol25 dataset: a single C6H12O molecule (ωB97M-V/def2-TZVPD).

Each line ends with the Mulliken charge.
Cartesian coordinates (Å):
C1 -0.001 -0.490 1.668  -1.49
C2 -0.731 -0.177 0.358  0.83
C3 -1.712 -1.307 0.030  -1.66
C4 0.192 0.047 -0.844  -0.22
C5 0.332 1.414 -1.476  -0.92
C6 1.509 0.786 -0.820  -0.04
O1 1.988 1.411 0.335  -0.55
H1 0.604 0.360 1.990  0.33
H2 -0.723 -0.708 2.463  0.43
H3 0.648 -1.368 1.557  0.33
H4 -1.315 0.739 0.518  0.20
H5 -2.445 -1.441 0.834  0.42
H6 -1.172 -2.255 -0.090  0.37
H7 -2.256 -1.111 -0.901  0.39
H8 0.185 -0.783 -1.551  0.40
H9 0.315 1.529 -2.556  0.27
H10 -0.113 2.236 -0.919  0.28
H11 2.291 0.392 -1.473  0.30
H12 2.403 0.727 0.876  0.34

Results
net charge	0
molecular weight	100.2	g mol⁻¹
SMILES	CC(C)[C@H]1C[C@H]1O
LUMO	0.036	Eh
HOMO-LUMO gap	0.3872	hartree
HOMO energy	-9.563	eV



(6)
Entry from the OMol25 dataset: a 2-piece molecular cluster, C6H12O overall (ωB97M-V/def2-TZVPD).

Each line ends with the Mulliken charge.
Cartesian coordinates (Å):
C1 -1.419 0.724 2.012  -1.27
C2 -0.981 -0.367 1.039  -0.27
C3 0.537 -0.381 0.823  -0.50
C4 0.956 -1.213 -0.359  -0.15
C5 1.901 -0.866 -1.234  -0.97
C6 -0.152 1.087 -2.319  -0.18
O1 -0.329 1.920 -1.466  -0.40
H1 -0.894 0.637 2.973  0.31
H2 -1.194 1.712 1.591  0.30
H3 -2.497 0.673 2.206  0.36
H4 -1.299 -1.352 1.413  0.38
H5 -1.483 -0.207 0.075  0.22
H6 0.908 0.645 0.688  0.29
H7 1.020 -0.777 1.735  0.40
H8 0.438 -2.165 -0.492  0.30
H9 2.179 -1.504 -2.069  0.28
H10 2.438 0.077 -1.136  0.34
H11 0.698 1.138 -3.029  0.29
H12 -0.828 0.219 -2.451  0.27

Results
net charge	0
molecular weight	100.2	g mol⁻¹
SMILES	C=CCCC.C=O
LUMO	0.036	Eh
HOMO-LUMO gap	0.3947	hartree
HOMO energy	-9.762	eV